# 1
93
Properties=species:S:1:pos:R:3 method="wB97M-V/def2-TZVPD" homo_ev="-4.3 / -6.9" orbital_gap_ev="4.4 / 7.0" mol_weight_g_mol=735.6 lumo_energy_ev="0.12 / 0.12" max_force_ev_per_a=0.5 multiplicity=2 de_lowest_kcal_mol=0.0 energy_ev=-117804.0609 total_charge=0
Cu -0.08295 -1.34105 0.53370
Si 1.38305 1.78575 0.77746
Si 3.80585 -0.49358 -0.20738
Si 1.33927 0.21754 -3.17350
N -0.50613 -5.29588 -0.82109
N -1.21385 0.01196 -0.48064
N -4.04138 -0.71537 2.82190
N -5.71600 0.54223 1.66719
N -0.41176 -1.75851 2.51727
N 0.10490 -3.31560 -0.11406
N 0.75880 8.31299 -3.26057
C -4.51111 -2.92033 3.71829
C 0.48088 -1.59740 3.51756
C 0.36814 1.61444 2.32846
C -0.22503 4.30731 -0.77458
C 3.85893 -1.41774 1.41594
C -0.20393 0.90654 -3.98620
C -3.31485 -3.18091 4.37260
C 0.63958 -5.48629 -0.09160
C -3.53256 0.10204 -1.10532
C -4.52428 0.35459 2.22373
C 2.21510 0.49598 -0.32680
C -2.42870 -0.54933 -0.60735
C 0.71075 7.24073 -2.85068
C 0.20230 -2.00792 4.80947
C -1.04905 1.29132 -0.86356
C -0.14881 5.60481 -1.23544
C -2.01955 -2.64719 4.11092
C -2.14206 2.02440 -1.32990
C 1.28425 3.58716 -2.48032
C 4.11304 -1.72815 -1.58229
C 0.64679 5.89997 -2.34281
C 2.87600 0.82202 -4.08701
C 1.00235 -4.25123 0.34375
C -4.87881 -1.79262 2.94957
C 1.40288 0.84133 -1.36220
C 0.35081 1.86695 -0.85954
C 2.50930 3.26879 0.96778
C 1.37976 4.88637 -2.94959
C -1.02856 -2.54923 5.10610
C 1.21964 -1.64765 -3.28685
C -3.38277 1.43416 -1.45484
C 5.18080 0.78435 -0.20006
C 0.45392 3.26150 -1.41190
C -6.17291 -1.69780 2.36427
C -1.60502 -2.25712 2.81165
C -6.53058 -0.53616 1.74870
C -0.78882 -3.97916 -0.80769
H 3.19185 3.11411 1.80623
H -6.86375 -2.52907 2.42866
H -2.01333 3.05137 -1.63216
H 4.11003 -1.26558 -2.56777
H -1.04472 -6.01074 -1.27954
H -2.51717 -1.57225 -0.26401
H 1.43372 -1.16769 3.25894
H 0.99581 1.47074 3.20896
H -0.69476 6.39618 -0.74089
H 0.95471 -1.88910 5.57838
H -3.84776 1.20732 2.17704
H -1.26106 -2.86587 6.11572
H -0.17572 2.55281 2.46222
H 3.97994 -0.73204 2.25763
H -0.15767 0.73954 -5.06423
H 1.88583 2.82064 -2.94583
H 1.19086 -2.09542 -2.30626
H -0.33960 1.97508 -3.81899
H 3.72884 0.93201 -3.41562
H -7.51136 -0.42728 1.29599
H 2.70607 1.78778 -4.56494
H 5.16348 1.39757 -1.10262
H -1.63196 -3.55298 -1.32250
H -0.82266 4.09299 0.10382
H -3.36040 -3.88409 5.19848
H 0.29944 -1.92083 -3.80665
H 1.93586 4.17386 1.17146
H 5.08833 1.45379 0.65643
H 2.94887 -1.98713 1.58417
H 2.05801 -2.07866 -3.83303
H -1.09201 0.39544 -3.60931
H -4.22426 2.00583 -1.82136
H 4.70095 -2.11148 1.43330
H -5.33540 -3.59024 3.93993
H -2.28744 -2.39841 1.98595
H 2.02320 5.12118 -3.78697
H 3.15362 0.11572 -4.87111
H 3.36761 -2.52134 -1.58298
H 6.15648 0.29845 -0.14189
H -4.47954 -0.40797 -1.17786
H -0.35189 0.79736 2.28688
H 1.07336 -6.45612 0.06117
H 5.09200 -2.18801 -1.43356
H 1.84264 -3.97968 0.95673
H 3.10331 3.43319 0.06942

---

# 2
64
Properties=species:S:1:pos:R:3 method="wB97M-V/def2-TZVPD" smiles=CCSC[C@@](F)(C#N)[C@H](C#N)B(O)CC.ClCCl.ClCCl.ClCCl.ClCCl.ClCCl.ClCCl.ClCCl homo_ev=-9.0 orbital_gap_ev=8.8 mol_weight_g_mol=822.6 lumo_energy_ev=-0.18 max_force_ev_per_a=12.3 multiplicity=1 energy_ev=-211611.1173 total_charge=0
Cl 2.51387 -1.68583 -2.99378
Cl 2.39394 -6.36429 -2.66784
Cl 5.18801 -9.08111 -0.94547
Cl 4.88801 -12.01974 3.26816
Cl -7.49589 5.22927 -0.93013
Cl 3.14768 4.50339 -6.30728
Cl 0.11358 0.74834 7.02746
Cl 2.76747 2.33827 -4.39240
Cl 5.20809 -9.12511 3.40145
Cl 5.50809 -6.18648 -0.81219
Cl -0.47397 -1.62109 5.43382
Cl 0.45530 -1.77905 -0.93158
Cl 0.57150 -5.38498 -0.61388
Cl -7.69146 5.79091 1.92388
S 1.52528 3.19271 -1.27171
F -1.67092 5.18727 -1.11300
O -4.14153 5.36156 1.57333
N -1.46807 1.36117 2.58178
N -1.62555 1.73413 -2.22709
C -1.05114 -0.03205 5.95068
C 2.62949 4.07843 -4.67137
C 5.98118 -7.66814 -1.65237
C -1.42255 2.69338 -1.36012
C 5.68118 -10.60677 2.56126
C -1.91569 3.85165 1.10459
C -1.53248 2.36915 1.77701
C 2.07513 -6.25850 -0.93226
C -4.80315 2.90700 -1.06651
C -7.61619 6.49094 0.30236
C -1.18620 3.97926 -0.36101
C 1.68608 1.00609 0.72842
C 1.01780 -2.46292 -2.46160
C -4.61174 2.87540 0.56849
C 1.67288 1.36922 -0.87021
C 0.44922 4.11130 -0.04374
B -3.54953 4.06759 1.08197
H 7.06405 -7.79147 -1.57370
H -4.33038 3.92748 -1.43686
H -4.20106 1.97109 -1.49270
H 2.63869 0.91459 -1.36218
H 0.64033 0.52618 1.03734
H 1.58706 4.37839 -4.53917
H 1.20030 -3.53198 -2.32774
H 6.76405 -10.73011 2.63994
H 5.39437 -10.52663 1.50987
H -5.15783 5.26654 1.60757
H 0.68090 5.27461 -0.17896
H 2.47752 0.12915 0.86804
H -4.10737 1.83222 0.84818
H 1.99325 -7.26855 -0.52335
H -6.73897 7.13897 0.23496
H -8.52180 7.07624 0.12513
H -5.62398 2.91252 1.17252
H 0.71151 3.87476 1.08248
H 0.24843 -2.31243 -3.22279
H 5.69437 -7.58800 -2.70377
H 3.25931 4.60537 -3.95049
H 2.02569 1.87517 1.43377
H -1.19796 0.59710 5.06942
H -1.99950 -0.15285 6.47995
H 2.90188 -5.73118 -0.45016
H -5.91286 2.82042 -1.43162
H -1.46317 4.71325 1.78551
H 0.75547 0.82878 -1.36030

---

# 3
105
Properties=species:S:1:pos:R:3 method="wB97M-V/def2-TZVPD" homo_ev=-3.0 orbital_gap_ev=5.4 mol_weight_g_mol=867.7 lumo_energy_ev=2.40 max_force_ev_per_a=0.8 multiplicity=1 energy_ev=-138704.8184 total_charge=-1
Sn -0.18977 0.10521 0.37542
As 1.25088 7.77540 0.54219
P -0.36161 3.45017 0.04883
Si 2.77663 -2.11331 -0.56323
Si 3.45150 0.98637 -0.37522
N 1.18496 -1.16345 2.10792
C -2.04328 2.50926 4.26788
C -1.66082 2.38019 -2.13214
C -1.52587 8.45309 -0.36207
C -0.62961 8.32060 0.69034
C 2.51638 -0.47662 0.27508
C 1.48020 7.66016 -1.39617
C -1.29624 -2.85728 -1.97827
C 1.34592 8.80834 -2.17461
C -3.36659 8.58650 1.18263
C 2.47734 -2.01973 -2.43417
C -0.28706 3.27785 2.81968
C -2.69982 2.15689 -3.02412
C -0.74875 2.97237 4.09019
C -3.89863 2.83322 -2.87008
C 2.16579 6.45394 -3.37607
C -2.47751 8.47959 2.24352
C -3.00396 3.97599 -0.94895
C 2.35205 -0.59813 1.70843
C 0.80778 5.87503 0.92670
C 1.59849 8.77882 -3.53722
C -2.39503 2.62980 1.89029
C 2.90449 -0.18807 4.02446
C -2.86102 2.33491 3.16201
C -1.94820 -3.43563 0.35825
C -0.37158 5.33319 0.12567
C -2.88552 8.59011 -0.11777
C 2.75403 1.52060 -2.06491
C -4.04530 3.74853 -1.83534
C 1.83834 -3.57794 0.18482
C 5.33785 0.83613 -0.61550
C 2.00450 7.59798 -4.14303
C -1.10668 3.12489 1.70062
C 1.72659 -0.83328 4.40503
C 3.23472 -0.09890 2.69040
C -1.73475 -1.02209 -0.32637
C 4.60347 -2.66769 -0.39502
C 0.90631 -1.30577 3.40033
C 3.25327 2.48387 0.78389
C -1.11993 8.36210 1.99501
C -2.14122 -2.41208 -0.77127
C 1.91368 6.48880 -2.01301
C -1.80339 3.27759 -1.07608
C -3.61686 -2.41623 -1.19182
H 1.04033 9.73777 -1.70433
H -3.13859 4.68850 -0.14381
H -3.86888 1.95721 3.28083
H 4.79154 -3.63617 -0.86637
H -3.57620 8.66712 -0.94831
H 2.42080 -3.01811 -2.87283
H -3.91524 -3.39958 -1.57075
H -4.97936 4.28302 -1.70918
H 3.26553 1.02155 -2.89108
H -0.04057 -1.79152 3.61676
H -3.78181 -1.67496 -1.97716
H 5.82184 0.52608 0.31372
H 5.26963 -1.93880 -0.85902
H -0.95124 -3.32952 0.78331
H 0.82053 -3.64104 -0.19502
H -3.03610 2.45181 1.04005
H 3.29417 -1.48482 -2.92388
H 2.05463 5.58651 -1.42889
H 3.55892 0.23619 4.77793
H 1.76982 -3.46568 1.26625
H -0.24814 -2.92257 -1.68776
H 1.44132 -0.92477 5.44396
H -2.67956 -3.26979 1.15124
H 0.59502 5.82712 1.99594
H 5.78660 1.78296 -0.92524
H 2.85322 2.59848 -2.21231
H -1.38216 -2.12462 -2.78172
H -2.84511 8.46411 3.26171
H 4.02972 2.53159 1.55057
H 1.48478 9.67883 -4.12870
H -2.41102 2.27083 5.25809
H -0.08847 3.08729 4.94118
H 1.69396 1.26788 -2.12814
H 1.54772 -1.49475 -2.65900
H 2.34260 -4.52310 -0.02671
H 5.57742 0.08969 -1.37488
H 3.28575 3.41979 0.22252
H -0.72672 1.84367 -2.23710
H 4.88550 -2.74722 0.65811
H -4.25723 -2.16595 -0.34332
H -2.07254 -4.45715 -0.01981
H -4.72211 2.65240 -3.55009
H 1.69846 5.26716 0.75322
H 2.19677 7.57032 -5.20788
H -1.16884 8.41880 -1.38472
H 4.16632 0.35209 2.37719
H -2.57312 1.44253 -3.82752
H -2.52180 -0.28504 -0.53908
H 0.73626 3.61089 2.69304
H -0.29952 5.65194 -0.91825
H 2.29016 2.42876 1.29359
H -4.43079 8.64698 1.37158
H -1.31217 5.70793 0.53053
H -1.62226 -3.83491 -2.35373
H -0.42516 8.26577 2.82383
H 2.48934 5.52931 -3.83687